[1]
Formula: C27H46Cl2DyF6N3O5Si
Source: the OMol25 dataset
Level of theory: wB97M-V/def2-TZVPD

```
! RIJCOSX wB97M-V def2-TZVPD def2/J DEFGRID3
* xyz 0 6
C -0.674 2.823 -2.849
C -0.370 1.673 -3.742
H 0.196 3.491 -2.726
H -1.021 2.441 -1.880
H -1.521 3.387 -3.283
C -0.121 1.912 -5.048
C 0.272 3.228 -5.616
H -0.277 1.137 -5.792
H 0.985 3.751 -4.979
H -0.580 3.898 -5.766
H 0.761 3.051 -6.580
Dy -0.724 0.634 0.825
Cl -2.498 1.008 -0.896
C -1.473 -2.530 0.615
O -0.672 -1.553 0.726
N -1.096 -3.776 0.888
C 0.264 -4.012 1.378
C -1.973 -4.906 0.636
H -2.502 -2.363 0.295
H 0.442 -3.421 2.286
H 1.015 -3.742 0.629
H 0.335 -5.072 1.610
H -2.952 -4.744 1.107
H -1.511 -5.795 1.067
H -2.139 -5.081 -0.432
H 0.771 -1.920 5.804
H -0.398 -0.130 6.981
C 1.379 -1.190 5.250
C 0.175 0.632 6.433
N 0.647 0.068 5.166
H 1.601 -1.557 4.248
C 0.332 0.614 3.992
O 0.570 0.089 2.867
H -0.456 1.507 6.253
H -0.205 1.580 4.064
H 2.311 -1.046 5.815
H 1.023 0.930 7.065
H 2.604 4.905 3.284
H 2.457 4.033 -0.527
C 3.102 4.064 2.787
C 3.104 3.688 0.291
N 2.393 3.641 1.583
H 3.159 3.253 3.522
C 1.152 3.163 1.680
O 0.576 2.512 0.754
H 3.507 2.696 0.019
H 0.629 3.348 2.634
H 4.114 4.367 2.503
H 3.931 4.400 0.449
O 0.243 0.062 -1.949
C -0.491 0.266 -3.180
C 0.864 -0.838 -5.067
C -0.267 -0.827 -4.241
H 1.625 -0.067 -4.965
C 1.071 -1.850 -6.022
H -1.532 0.194 -2.845
C -1.239 -1.821 -4.424
H 1.968 -1.825 -6.661
C 0.117 -2.853 -6.166
C -1.056 -2.814 -5.393
H -2.129 -1.819 -3.790
H 0.256 -3.655 -6.903
H -1.845 -3.559 -5.537
Si 1.933 -0.810 -2.099
Cl 2.760 0.909 -2.981
C 3.198 -1.828 -3.210
C 1.057 -2.592 -1.925
C 2.413 -0.591 -0.273
H 2.846 -2.849 -3.415
H 4.197 -1.928 -2.754
H 3.393 -1.385 -4.195
H 2.071 0.378 0.128
H 3.505 -0.636 -0.187
H 1.985 -1.386 0.354
H 0.566 -2.880 -2.857
H 0.315 -2.511 -1.129
H 1.765 -3.383 -1.651
C -3.337 2.263 4.125
C -3.184 1.070 3.197
O -2.038 1.129 2.445
C -3.178 -0.269 4.033
F -4.346 -0.534 4.671
F -2.851 -1.351 3.271
F -2.217 -0.185 5.009
C -4.456 1.005 2.264
F -5.619 1.134 2.975
F -4.416 2.036 1.382
F -4.521 -0.158 1.568
H -2.470 2.296 4.790
H -4.258 2.214 4.720
H -3.337 3.159 3.496
*
```

Properties
- total energy (Eh) = -4291.19873
- ⟨S²⟩ = 9.342
- orbital gap (alpha / beta) (Eh) = 0.2366 / 0.2366
- lowest unoccupied orbital energy (alpha / beta) (hartree) = -0.010 / -0.010

***

[2]
Formula: C27H46Cl2GeNO7PV
Source: the OMol25 dataset
Level of theory: wB97M-V/def2-TZVPD

```
! RIJCOSX wB97M-V def2-TZVPD def2/J DEFGRID3
* xyz 4 2
V -0.434 0.114 -0.268
C -1.380 -2.394 -2.853
C -1.785 -2.552 -1.406
C -1.134 -3.731 -0.714
C -3.289 -2.556 -1.210
O -1.271 -1.283 -0.719
Ge -3.586 0.713 -1.487
O -3.123 1.086 0.114
C -3.854 1.870 1.215
C -4.933 2.672 0.513
C -4.413 0.830 2.159
C -2.802 2.745 1.854
O -0.525 1.091 -1.610
C -0.448 2.388 -2.475
C -0.998 3.489 -1.601
C 1.016 2.559 -2.791
C -1.282 2.101 -3.702
H -1.669 -3.292 -3.401
H -1.881 -1.546 -3.324
H -0.303 -2.264 -2.958
H -1.276 -4.615 -1.337
H -0.066 -3.581 -0.575
H -1.601 -3.946 0.248
H -3.667 -3.557 -1.428
H -3.566 -2.336 -0.177
H -3.805 -1.893 -1.910
H -5.663 2.016 0.023
H -5.493 3.264 1.237
H -4.506 3.369 -0.213
H -5.135 0.180 1.663
H -3.618 0.222 2.592
H -4.934 1.336 2.973
H -2.337 3.413 1.128
H -3.274 3.362 2.620
H -2.039 2.136 2.343
H -0.404 3.624 -0.697
H -0.962 4.417 -2.174
H -2.042 3.321 -1.326
H 1.612 2.643 -1.883
H 1.388 1.740 -3.404
H 1.122 3.486 -3.357
H -2.356 2.195 -3.519
H -1.041 2.845 -4.464
H -1.060 1.122 -4.127
Cl 1.785 3.796 2.025
C 1.175 2.435 2.811
C 1.249 2.285 4.184
C 0.730 1.147 4.827
Cl 0.849 1.035 6.483
C 0.091 0.081 4.076
C -0.482 -1.085 4.609
C -1.070 -1.984 3.740
C -1.084 -1.721 2.367
N -0.539 -0.623 1.844
C 0.033 0.247 2.699
C 0.559 1.407 2.051
O 0.381 1.442 0.773
H 1.712 3.058 4.786
H -0.470 -1.277 5.675
H -1.525 -2.893 4.109
H -1.544 -2.409 1.673
C 3.975 -3.176 -1.878
C 2.484 -3.070 -1.998
O 1.899 -2.259 -0.868
P 1.844 -0.775 -0.490
O 2.520 0.179 -1.487
C 3.986 0.577 -1.479
C 4.418 0.829 -2.891
O 2.466 -0.619 0.925
C 3.107 -1.668 1.779
C 4.556 -1.328 1.972
H 4.321 -3.882 -2.635
H 4.270 -3.573 -0.907
H 4.476 -2.228 -2.067
H 1.989 -4.028 -1.873
H 2.153 -2.600 -2.921
H 4.531 -0.238 -1.007
H 4.029 1.460 -0.847
H 4.338 -0.063 -3.511
H 5.468 1.128 -2.869
H 3.854 1.640 -3.346
H 2.955 -2.628 1.292
H 2.540 -1.641 2.709
H 5.107 -1.366 1.032
H 4.999 -2.069 2.641
H 4.686 -0.345 2.423
*
```

Properties
- total energy (Eh) = -5919.14547
- ⟨S²⟩ = 0.777
- orbital gap (alpha / beta) (Eh) = 0.2359 / 0.2362
- lowest unoccupied orbital energy (alpha / beta) (hartree) = -0.496 / -0.528

***

[3]
Formula: C27H46ClF5N3
Source: the OMol25 dataset
Level of theory: wB97M-V/def2-TZVPD

```
! RIJCOSX wB97M-V def2-TZVPD def2/J DEFGRID3
* xyz 1 1
F 3.693 2.007 1.886
C 4.591 0.962 1.954
F 5.781 1.361 1.433
F 4.765 0.702 3.299
C 3.991 -0.282 1.220
C 4.420 -0.645 -0.140
C 3.803 -1.851 -0.689
C 2.804 -2.646 0.008
C 2.384 -2.278 1.354
C 1.367 -3.047 2.237
F 1.144 -2.384 3.437
F 1.995 -4.259 2.610
C 0.030 -3.451 1.537
C 0.081 -4.800 0.706
C -0.622 -4.480 -0.671
N -0.971 -3.246 -0.596
C -0.736 -2.414 0.637
C -2.253 -2.173 1.123
C -2.547 -0.670 1.480
C -2.553 0.294 0.226
Cl -1.005 1.249 0.217
C 3.010 -1.083 1.935
H 5.172 -0.043 -0.706
H 4.121 -2.182 -1.707
H 2.399 -3.554 -0.488
H -0.629 -3.685 2.425
H 1.153 -4.911 0.368
H -0.278 -5.677 1.292
H -0.762 -5.206 -1.506
H -1.473 -2.758 -1.347
H -0.234 -1.452 0.357
H -2.536 -2.896 1.933
H -2.927 -2.426 0.252
H -1.888 -0.303 2.304
H -3.600 -0.643 1.887
H -2.770 -0.234 -0.735
H -3.395 1.026 0.373
H 2.767 -0.749 2.975
C 6.244 0.028 -3.504
C 5.617 -0.278 -4.856
N 4.170 -0.440 -4.803
C 3.609 -1.012 -6.022
C 3.724 -0.197 -7.310
C 3.421 0.671 -4.230
C 3.577 2.047 -4.879
H 5.968 -0.729 -2.765
H 7.332 0.030 -3.591
H 5.945 1.009 -3.129
H 6.060 -1.213 -5.212
H 5.917 0.500 -5.571
H 2.555 -1.255 -5.851
H 4.094 -1.980 -6.191
H 3.027 0.640 -7.323
H 3.475 -0.829 -8.167
H 4.733 0.185 -7.472
H 3.699 0.761 -3.174
H 2.358 0.412 -4.205
H 4.618 2.292 -5.097
H 3.203 2.817 -4.198
H 2.999 2.132 -5.798
C -6.537 1.682 1.639
C -5.821 1.685 2.984
N -4.998 2.862 3.208
C -4.098 2.729 4.347
C -4.723 2.591 5.736
C -5.674 4.149 3.090
C -6.878 4.407 3.998
H -5.830 1.815 0.816
H -7.046 0.726 1.493
H -7.293 2.466 1.579
H -5.175 0.799 3.004
H -6.563 1.545 3.781
H -3.404 3.575 4.356
H -3.465 1.850 4.174
H -5.121 3.539 6.097
H -3.960 2.275 6.452
H -5.520 1.844 5.763
H -6.000 4.269 2.052
H -4.945 4.951 3.234
H -7.563 3.558 4.037
H -7.446 5.260 3.616
H -6.576 4.658 5.013
*
```

Properties
- total energy (Eh) = -2179.86596
- orbital gap (Eh) = 0.2043
- lowest unoccupied orbital energy (hartree) = -0.161